(1)
A cluster of 9 separate species, C48H123N9O15 in total. Source: the OMol25 dataset; level of theory: ωB97M-V/def2-TZVPD.

Geometry (Å):
1 C 6.939 1.932 1.489
2 C 5.570 2.134 0.863
3 C 5.534 2.033 -0.679
4 O 6.607 1.274 -1.153
5 C 6.401 0.805 -2.468
6 N 4.696 1.064 1.416
7 H 7.653 2.753 1.388
8 H 7.465 1.055 1.111
9 H 6.841 1.787 2.567
10 H 5.210 3.123 1.158
11 H 5.659 3.048 -1.100
12 H 4.538 1.674 -0.959
13 H 6.296 1.654 -3.153
14 H 5.484 0.223 -2.617
15 H 7.232 0.178 -2.780
16 H 3.829 1.309 0.935
17 H 4.927 0.198 0.928
18 C 1.866 -9.334 -2.854
19 C 1.291 -9.474 -1.437
20 C 0.881 -8.165 -0.749
21 O 0.679 -8.472 0.620
22 C 0.240 -7.361 1.382
23 N 0.150 -10.402 -1.521
24 H 2.602 -8.530 -2.966
25 H 1.056 -8.863 -3.430
26 H 2.228 -10.230 -3.343
27 H 2.114 -9.882 -0.843
28 H -0.029 -7.737 -1.186
29 H 1.670 -7.411 -0.867
30 H 0.968 -6.884 2.043
31 H -0.523 -7.806 2.020
32 H -0.216 -6.512 0.865
33 H -0.460 -10.199 -2.302
34 H -0.347 -10.184 -0.659
35 C -1.505 8.850 4.382
36 C -2.845 8.098 4.341
37 C -2.631 6.587 4.050
38 O -1.948 6.455 2.836
39 C -1.269 5.225 2.716
40 N -3.625 8.379 5.531
41 H -1.650 9.923 4.516
42 H -1.000 8.764 3.421
43 H -0.860 8.484 5.182
44 H -3.432 8.544 3.535
45 H -3.600 6.069 4.019
46 H -2.101 6.161 4.913
47 H -0.676 5.329 1.801
48 H -1.945 4.375 2.614
49 H -0.441 5.109 3.425
50 H -3.072 8.190 6.369
51 H -4.428 7.796 5.751
52 C 3.016 6.115 8.738
53 O 4.162 5.430 8.188
54 C 4.633 6.040 6.996
55 C 5.117 4.985 6.024
56 N 4.065 4.054 5.728
57 C 4.343 2.846 5.012
58 C 3.331 1.744 5.294
59 O 2.000 2.108 4.960
60 C 1.813 2.371 3.598
61 H 2.185 5.858 8.072
62 H 3.130 7.197 8.777
63 H 2.890 5.574 9.672
64 H 5.401 6.773 7.284
65 H 3.882 6.725 6.580
66 H 6.007 4.525 6.482
67 H 5.393 5.377 5.038
68 H 3.377 3.964 6.460
69 H 5.366 2.465 5.136
70 H 4.320 2.972 3.918
71 H 3.345 1.617 6.383
72 H 3.597 0.729 4.988
73 H 2.055 3.397 3.303
74 H 0.756 2.199 3.366
75 H 2.321 1.658 2.937
76 C 3.564 -2.634 -4.006
77 O 3.282 -1.312 -4.406
78 C 2.212 -0.690 -3.695
79 C 1.893 0.657 -4.397
80 N 1.874 1.729 -3.387
81 C 2.056 3.009 -4.069
82 C 1.474 4.132 -3.183
83 O 1.822 5.358 -3.812
84 C 1.209 6.447 -3.183
85 H 4.142 -2.586 -3.074
86 H 4.263 -3.054 -4.729
87 H 2.676 -3.258 -3.904
88 H 2.635 -0.572 -2.692
89 H 1.373 -1.394 -3.619
90 H 0.896 0.581 -4.838
91 H 2.673 0.773 -5.144
92 H 1.048 1.686 -2.804
93 H 1.491 3.093 -5.006
94 H 3.117 3.166 -4.263
95 H 1.877 4.053 -2.171
96 H 0.390 3.981 -3.196
97 H 1.417 6.535 -2.106
98 H 0.114 6.351 -3.087
99 H 1.418 7.369 -3.715
100 C -4.035 -3.361 -7.696
101 O -3.885 -4.102 -6.495
102 C -3.545 -5.481 -6.700
103 C -3.573 -6.167 -5.337
104 N -4.911 -5.966 -4.761
105 C -4.924 -6.052 -3.260
106 C -4.001 -7.099 -2.657
107 O -4.012 -7.176 -1.248
108 C -3.328 -6.090 -0.673
109 H -4.981 -3.620 -8.176
110 H -3.154 -3.524 -8.323
111 H -4.065 -2.321 -7.374
112 H -2.531 -5.446 -7.110
113 H -4.252 -5.910 -7.414
114 H -2.786 -5.762 -4.700
115 H -3.469 -7.226 -5.583
116 H -5.167 -5.001 -4.933
117 H -5.970 -6.306 -3.076
118 H -4.716 -5.057 -2.855
119 H -2.951 -6.915 -2.934
120 H -4.095 -8.090 -3.107
121 H -3.576 -6.042 0.382
122 H -3.487 -5.123 -1.165
123 H -2.239 -6.129 -0.830
124 C -2.941 0.981 -1.445
125 O -3.131 2.363 -1.453
126 C -4.209 2.721 -0.573
127 C -5.623 2.761 -1.163
128 N -5.756 3.962 -1.990
129 C -6.904 3.852 -2.886
130 C -7.070 5.044 -3.815
131 O -8.226 4.996 -4.632
132 C -8.417 3.880 -5.484
133 H -2.547 0.554 -0.516
134 H -2.263 0.563 -2.194
135 H -3.840 0.370 -1.623
136 H -3.940 3.724 -0.238
137 H -4.222 2.037 0.278
138 H -6.281 2.846 -0.296
139 H -5.701 1.861 -1.786
140 H -4.820 4.221 -2.263
141 H -7.708 3.773 -2.153
142 H -6.847 2.950 -3.509
143 H -6.218 5.313 -4.448
144 H -7.189 5.944 -3.206
145 H -7.661 3.841 -6.273
146 H -9.373 4.070 -5.972
147 H -8.515 2.973 -4.886
148 C -1.766 -2.716 -2.503
149 O -0.663 -3.633 -2.481
150 C -0.147 -4.044 -1.240
151 C 1.201 -3.313 -0.970
152 N 1.100 -1.871 -0.838
153 C 0.196 -1.440 0.245
154 C 0.435 0.028 0.602
155 O -0.198 0.827 -0.374
156 C -0.319 2.208 -0.048
157 H -2.625 -3.371 -2.320
158 H -1.839 -2.348 -3.522
159 H -1.722 -1.922 -1.760
160 H 0.130 -5.098 -1.310
161 H -0.853 -3.831 -0.430
162 H 1.853 -3.608 -1.792
163 H 1.664 -3.686 -0.051
164 H 0.736 -1.410 -1.662
165 H 0.362 -2.099 1.103
166 H -0.844 -1.661 -0.019
167 H 1.477 0.342 0.708
168 H 0.011 0.003 1.612
169 H -1.207 2.557 0.486
170 H -0.299 2.687 -1.021
171 H 0.545 2.498 0.561
172 C -2.842 -1.911 2.665
173 O -1.977 -0.791 2.745
174 C -1.357 -0.527 4.012
175 C -0.237 -1.517 4.339
176 N 1.005 -1.097 3.684
177 C 2.014 -2.130 4.028
178 C 3.066 -2.187 2.893
179 O 3.703 -3.425 3.080
180 C 4.823 -3.667 2.261
181 H -2.260 -2.834 2.686
182 H -3.458 -1.888 1.766
183 H -3.560 -1.799 3.485
184 H -2.112 -0.398 4.791
185 H -0.881 0.443 3.858
186 H -0.537 -2.496 3.965
187 H -0.171 -1.575 5.433
188 H 1.371 -0.256 4.127
189 H 1.637 -3.152 3.942
190 H 2.486 -2.053 5.010
191 H 3.742 -1.342 3.082
192 H 2.516 -2.091 1.954
193 H 4.572 -3.498 1.211
194 H 5.149 -4.706 2.353
195 H 5.687 -3.110 2.638

Results
Structure (SMILES): COC[C@H](C)N.COC[C@H](C)N.COC[C@H](C)N.COCCNCCOC.COCCNCCOC.COCCNCCOC.COCCNCCOC.COCCNCCOC.COCCNCCOC
Highest occupied orbital energy (eV): -8.40
Frontier orbital gap (eV): 8.7

These are the Löwdin partial charges, in e, on atoms 1 to 5: C -0.07; C -0.40; C -0.22; O -0.19; C -0.10


(2)
The ion C4H8O2P with charge -1. Source: the OMol25 dataset; level of theory: ωB97M-V/def2-TZVPD.

Geometry (Å):
1 C 1.062 1.118 1.519
2 C 1.390 0.554 0.233
3 C 1.057 -0.785 -0.458
4 C -0.389 -0.743 -0.782
5 O -2.313 -0.601 1.282
6 O -2.246 1.171 -0.576
7 P -1.329 0.308 0.540
8 H 0.802 0.310 2.186
9 H 1.042 1.318 -0.570
10 H 2.469 0.638 0.242
11 H 1.814 -1.013 -1.310
12 H 1.090 -1.505 0.305
13 H -0.669 -0.110 -1.697
14 H -0.710 -1.745 -0.881
15 H -3.069 1.084 -0.032

Results
Highest occupied orbital energy (eV): -3.12
Net charge: -1
Frontier orbital gap (eV): 7.3

These are the natural (NBO) partial charges, in e, on atoms 1 to 5: C -0.32; C -0.57; C -0.41; C -0.76; O -1.19


(3)
The ion C4H9O with charge -1. Source: the OMol25 dataset; level of theory: ωB97M-V/def2-TZVPD.

Geometry (Å):
1 C -1.968 -0.022 -0.011
2 O -2.329 0.887 -0.924
3 C -0.555 0.172 0.609
4 C 0.539 0.141 -0.490
5 C 2.014 -0.056 -0.033
6 H -2.617 -0.194 0.922
7 H -2.061 -1.030 -0.511
8 H -0.324 -0.707 1.218
9 H -0.626 1.152 1.083
10 H 0.415 0.975 -1.172
11 H 0.386 -0.798 -1.001
12 H 2.257 -1.124 -0.068
13 H 2.148 0.122 1.041
14 H 2.721 0.482 -0.663

Results
Structure (SMILES): CCCC[O-]
Highest occupied orbital energy (eV): -2.02
Net charge: -1
Frontier orbital gap (eV): 6.1

These are the natural (NBO) partial charges, in e, on atoms 1 to 5: C 0.01; O -0.95; C -0.44; C -0.40; C -0.61


(4)
A structure of composition C10H13N3O3RhS2Se. Source: the OMol25 dataset; level of theory: ωB97M-V/def2-TZVPD.

Geometry (Å):
1 Rh -0.404 -0.664 -0.835
2 C 3.335 0.265 1.083
3 C 2.690 -1.003 0.550
4 C 3.642 -2.184 0.543
5 O 2.200 -0.725 -0.769
6 C 1.523 -1.334 1.531
7 O 1.807 -1.772 2.625
8 O 0.318 -1.043 1.122
9 H 4.262 0.474 0.544
10 H 3.556 0.147 2.143
11 H 2.661 1.114 0.944
12 H 4.535 -1.947 -0.041
13 H 3.159 -3.064 0.111
14 H 3.933 -2.423 1.563
15 H 2.247 -1.539 -1.292
16 C -2.853 2.046 -2.051
17 N -2.417 1.934 -0.664
18 C -3.177 2.181 0.443
19 C -2.403 1.944 1.534
20 N -1.167 1.599 1.075
21 C -1.189 1.493 -0.280
22 S 0.205 1.539 -1.306
23 H -3.931 1.941 -2.090
24 H -2.405 1.249 -2.636
25 H -2.544 3.005 -2.468
26 H -4.212 2.468 0.372
27 H -2.640 1.991 2.582
28 H -0.435 1.164 1.628
29 Se -2.521 -1.574 0.176
30 C -3.865 -0.835 -0.822
31 N -4.733 -0.355 -1.414
32 S 0.816 -3.713 -2.009
33 C 0.010 -2.379 -1.892

Results
Highest occupied orbital energy (alpha / beta) (eV): -6.14 / -8.81
Frontier orbital gap (alpha / beta) (eV): 6.0 / 5.6
Spin multiplicity: 6

These are the natural (NBO) partial charges, in e, on atoms 1 to 5: Rh 1.00; C -0.62; C 0.13; C -0.64; O -0.73


Respective maximum force values: 0.0495; 0.0804; 0.0349; 0.0378 hartree/bohr.
Respective DFT total energy values: -3523.5467; -648.9715; -233.0055; -4087.0327 Ha.